131
Properties=species:S:1:pos:R:3:lowdin_charge:R:1 method="wB97M-V/def2-TZVPD" homo_energy_ev=-9.24 total_charge=0 homo_lumo_gap_ev=9.074 smiles="CCOS(C)(=O)=O.CCOS(C)(=O)=O.O=S1(=O)OCCO1.O=S1(=O)OCCO1.O=S1(=O)OCCO1.O=S1(=O)OCCO1.O=S1(=O)OCCO1.O=S1(=O)OCCO1.O=S1(=O)OCCO1.c1ccccc1.c1ccccc1"
C -4.51 0.88 1.48 -0.06
C -5.08 1.81 2.52 -0.27
O -4.22 1.59 3.62 -0.26
S -3.10 2.70 3.96 0.62
C -3.96 3.83 5.03 -0.12
O -2.15 2.04 4.84 -0.27
O -2.72 3.44 2.78 -0.29
H -5.19 0.80 0.63 0.08
H -4.43 -0.12 1.89 0.07
H -3.54 1.22 1.10 0.07
H -5.17 2.82 2.13 0.13
H -6.07 1.42 2.77 0.13
H -4.93 4.18 4.67 0.07
H -3.43 4.78 5.10 0.07
H -4.07 3.39 6.02 0.08
C -2.42 -2.42 -5.27 -0.06
C -3.01 -1.04 -5.52 -0.26
O -3.20 -0.46 -4.22 -0.29
S -3.80 1.05 -4.13 0.63
C -5.27 0.69 -3.12 -0.09
O -2.83 1.82 -3.40 -0.29
O -4.24 1.41 -5.47 -0.29
H -1.81 -2.79 -6.09 0.08
H -3.22 -3.16 -5.17 0.08
H -1.83 -2.45 -4.36 0.06
H -2.39 -0.40 -6.15 0.11
H -3.97 -1.14 -6.01 0.12
H -5.50 1.48 -2.41 0.07
H -5.00 -0.22 -2.58 0.06
H -6.06 0.65 -3.86 0.07
O 2.40 2.19 3.27 -0.22
S 2.23 3.60 3.44 0.67
O 3.34 4.49 3.57 -0.21
O 1.21 4.15 2.31 -0.22
C 0.27 5.08 2.84 -0.15
C 0.48 5.12 4.35 -0.16
O 1.25 3.96 4.71 -0.19
H 0.32 6.01 2.27 0.14
H -0.72 4.67 2.63 0.10
H -0.39 5.17 5.01 0.13
H 1.02 6.00 4.72 0.13
O 0.64 -2.42 5.12 -0.21
S -0.49 -2.78 4.33 0.69
O -0.67 -4.17 3.98 -0.24
O -1.91 -2.16 4.91 -0.18
C -2.77 -1.98 3.79 -0.18
C -1.89 -1.23 2.83 -0.17
O -0.58 -1.81 2.99 -0.23
H -3.28 -2.87 3.42 0.13
H -3.54 -1.28 4.12 0.13
H -1.60 -0.21 3.08 0.13
H -2.27 -1.30 1.81 0.11
O -2.60 -5.56 1.63 -0.22
S -2.90 -4.68 0.52 0.65
O -3.83 -3.60 0.74 -0.24
O -1.65 -4.18 -0.35 -0.24
C -1.66 -4.53 -1.73 -0.15
C -2.57 -5.76 -1.77 -0.13
O -3.45 -5.67 -0.64 -0.19
H -2.12 -3.68 -2.24 0.11
H -0.65 -4.62 -2.10 0.13
H -1.93 -6.63 -1.60 0.13
H -3.11 -5.95 -2.69 0.13
O -1.14 7.37 -2.28 -0.24
S 0.16 7.00 -2.77 0.66
O 1.11 8.03 -3.05 -0.21
O 0.70 5.80 -1.83 -0.19
C 0.04 4.59 -2.20 -0.17
C -0.25 4.69 -3.69 -0.16
O -0.01 6.03 -4.06 -0.19
H 0.51 3.67 -1.87 0.12
H -0.89 4.54 -1.63 0.12
H -1.31 4.47 -3.87 0.13
H 0.26 3.97 -4.34 0.12
O 3.71 -1.70 -1.90 -0.21
S 4.57 -0.78 -1.22 0.62
O 3.96 0.41 -0.71 -0.24
O 5.50 -1.59 -0.17 -0.21
C 6.76 -0.92 -0.09 -0.16
C 7.11 -0.48 -1.52 -0.12
O 5.82 -0.38 -2.15 -0.20
H 6.60 -0.13 0.66 0.13
H 7.43 -1.62 0.40 0.14
H 7.62 -1.29 -2.03 0.13
H 7.62 0.48 -1.49 0.13
O 2.58 -4.87 -2.09 -0.23
S 2.41 -5.82 -1.02 0.65
O 2.72 -7.20 -1.20 -0.21
O 3.08 -5.18 0.29 -0.18
C 2.29 -5.42 1.44 -0.15
C 0.81 -5.34 0.96 -0.14
O 0.89 -5.67 -0.44 -0.24
H 2.40 -6.43 1.84 0.13
H 2.45 -4.70 2.23 0.13
H 0.31 -4.39 1.14 0.10
H 0.23 -6.17 1.34 0.13
O 5.54 -3.05 4.76 -0.23
S 5.31 -1.65 4.94 0.65
O 5.91 -1.01 6.07 -0.22
O 5.57 -0.82 3.59 -0.19
C 4.33 -0.50 2.94 -0.15
C 3.19 -1.28 3.62 -0.16
O 3.69 -1.44 4.95 -0.19
H 4.16 0.57 3.01 0.11
H 4.48 -0.71 1.88 0.10
H 2.89 -2.25 3.20 0.12
H 2.25 -0.72 3.66 0.11
C 0.55 1.12 -5.34 -0.09
C 0.48 0.78 -3.99 -0.07
C 1.59 1.04 -3.16 -0.07
C 2.66 1.70 -3.70 -0.09
C 2.71 2.06 -5.05 -0.09
C 1.61 1.88 -5.85 -0.10
H -0.25 0.83 -6.01 0.09
H -0.42 0.30 -3.64 0.08
H 1.59 0.75 -2.12 0.08
H 3.50 1.90 -3.04 0.10
H 3.60 2.52 -5.45 0.10
H 1.71 2.11 -6.91 0.10
C -1.31 0.30 -0.98 -0.09
C -0.88 1.48 -0.36 -0.08
C 0.30 1.55 0.39 -0.06
C 0.99 0.36 0.62 -0.10
C 0.47 -0.85 0.21 -0.09
C -0.62 -0.88 -0.64 -0.07
H -2.18 0.21 -1.60 0.08
H -1.46 2.39 -0.41 0.10
H 0.63 2.37 1.01 0.08
H 1.88 0.37 1.23 0.09
H 1.02 -1.75 0.44 0.11
H -1.04 -1.83 -0.95 0.08


102
Properties=species:S:1:pos:R:3:lowdin_charge:R:1 method="wB97M-V/def2-TZVPD" homo_energy_ev="-1.56 / -1.53" multiplicity=5 total_charge=-2 homo_lumo_gap_ev="5.217 / 5.187"
Ru 0.94 -0.01 1.80 0.70
C 1.68 -1.83 -1.19 -0.06
C 1.78 -0.83 -2.32 -0.61
C 1.32 -1.50 -3.62 -0.04
C 3.21 -0.32 -2.45 -0.03
O 0.91 0.28 -1.95 -0.14
Si 0.55 1.65 -2.74 0.04
S -0.92 2.70 -1.59 0.69
O 1.75 2.67 -3.13 -0.14
C 2.43 3.80 -2.56 -0.64
C 3.77 3.88 -3.28 -0.03
C 1.61 5.07 -2.82 -0.04
C 2.65 3.62 -1.07 -0.07
O -0.12 1.19 -4.17 -0.14
C -0.61 1.83 -5.35 -0.65
C -0.92 0.70 -6.32 -0.04
C 0.45 2.75 -5.96 -0.03
C -1.88 2.62 -5.05 -0.04
H 2.36 -2.67 -1.35 0.08
H 0.65 -2.21 -1.10 0.08
H 1.97 -1.36 -0.25 0.01
H 1.87 -2.43 -3.75 0.09
H 1.51 -0.86 -4.48 0.07
H 0.25 -1.72 -3.58 0.09
H 3.90 -1.16 -2.57 0.09
H 3.49 0.21 -1.54 0.07
H 3.31 0.36 -3.30 0.08
H 3.61 3.97 -4.36 0.08
H 4.34 2.98 -3.08 0.09
H 4.33 4.74 -2.92 0.09
H 1.48 5.24 -3.89 0.07
H 2.11 5.93 -2.39 0.09
H 0.62 4.97 -2.36 0.05
H 3.21 2.70 -0.88 0.02
H 1.71 3.55 -0.53 0.06
H 3.23 4.46 -0.66 0.09
H -0.01 0.14 -6.56 0.08
H -1.35 1.10 -7.25 0.08
H -1.63 0.01 -5.87 0.09
H 1.41 2.23 -6.01 0.09
H 0.58 3.64 -5.35 0.07
H 0.15 3.05 -6.97 0.08
H -2.65 1.95 -4.66 0.09
H -2.24 3.10 -5.96 0.08
H -1.69 3.38 -4.29 0.06
Se 5.04 -2.32 0.92 -0.29
Sb 4.36 -0.94 2.86 -0.19
Se 2.85 1.17 1.48 -0.02
Se 3.88 -2.63 4.72 -0.16
Se 6.18 0.50 3.72 -0.36
C 2.71 -5.09 2.64 -0.10
N 1.48 -4.35 2.97 -0.20
C 0.83 -4.69 4.23 -0.07
C 1.36 -3.12 2.53 -0.30
N 1.20 -2.05 2.11 0.05
H 2.45 -6.12 2.41 0.08
H 3.40 -5.04 3.48 0.01
H 3.19 -4.62 1.78 0.04
H 0.54 -5.74 4.21 0.08
H -0.05 -4.07 4.36 0.09
H 1.52 -4.50 5.06 0.05
C -4.23 2.62 -0.70 -0.23
Ge -2.84 2.72 0.70 0.75
C -2.39 4.62 0.99 -0.22
C -3.67 2.00 2.33 -0.21
C -1.26 1.79 -0.03 -0.62
H -5.06 3.29 -0.46 0.01
H -4.62 1.60 -0.77 0.02
H -3.82 2.90 -1.67 -0.02
H -3.23 5.15 1.44 0.01
H -2.15 5.08 0.03 0.00
H -1.52 4.71 1.64 0.01
H -4.71 2.31 2.35 0.02
H -3.17 2.37 3.22 -0.01
H -3.63 0.90 2.34 0.01
H -1.52 0.76 -0.26 0.01
H -0.39 1.82 0.65 -0.03
C -0.32 2.33 3.75 -0.20
Si -0.74 0.51 4.12 0.32
C 0.73 -0.18 5.08 -0.20
C -2.18 0.57 5.35 -0.20
N -1.03 -0.29 2.63 -0.21
C -1.86 -1.32 2.27 -0.40
C -1.76 -1.91 0.99 -0.08
C -2.60 -2.93 0.58 -0.11
C -3.60 -3.42 1.43 -0.15
C -3.72 -2.85 2.69 -0.13
C -2.88 -1.83 3.11 -0.06
H -0.02 2.83 4.68 0.03
H -1.16 2.88 3.32 -0.01
H 0.52 2.42 3.06 -0.04
H 0.57 -0.09 6.16 0.03
H 1.63 0.39 4.85 0.02
H 0.93 -1.23 4.87 -0.02
H -2.03 1.41 6.04 0.02
H -2.23 -0.35 5.94 0.02
H -3.15 0.71 4.86 0.00
H -0.98 -1.55 0.32 0.06
H -2.48 -3.35 -0.41 0.09
H -4.25 -4.22 1.11 0.08
H -4.49 -3.21 3.36 0.09
H -2.99 -1.42 4.11 0.07


101
Properties=species:S:1:pos:R:3:lowdin_charge:R:1 method="wB97M-V/def2-TZVPD" homo_energy_ev=-3.79 total_charge=-1 homo_lumo_gap_ev=5.658
Hf 7.01 -10.03 4.27 2.03
C 7.85 -13.78 1.80 -0.02
C 9.04 -13.61 2.76 -0.51
C 10.13 -14.42 2.08 -0.18
C 11.50 -14.36 2.75 -0.18
C 11.92 -12.91 2.58 -0.16
C 10.87 -11.88 3.16 -0.46
N 9.51 -12.25 2.80 -0.14
O 8.54 -11.34 3.15 -0.30
C 11.22 -10.61 2.36 -0.03
C 11.14 -11.77 4.68 -0.01
C 8.79 -14.32 4.11 -0.02
H 8.17 -13.18 0.93 0.09
H 7.01 -13.15 2.10 0.07
H 7.55 -14.76 1.46 0.08
H 10.36 -13.92 1.12 0.12
H 9.94 -15.37 1.58 0.12
H 12.31 -14.95 2.31 0.11
H 11.37 -14.64 3.80 0.10
H 12.16 -12.79 1.52 0.11
H 12.89 -12.62 3.00 0.11
H 12.27 -10.39 2.56 0.08
H 10.49 -9.83 2.55 0.06
H 11.17 -10.82 1.29 0.09
H 11.40 -10.73 4.91 0.08
H 12.06 -12.22 5.07 0.08
H 10.29 -12.15 5.23 0.04
H 8.65 -15.39 3.95 0.09
H 7.92 -13.82 4.56 0.06
H 9.55 -14.22 4.89 0.05
F 6.73 -8.81 6.08 -0.48
F 6.02 -11.86 5.04 -0.49
C 8.24 -9.12 -0.24 0.00
C 7.49 -9.27 0.89 -0.34
C 6.35 -10.23 1.00 -0.36
O 5.81 -10.48 2.15 -0.16
C 6.00 -11.01 -0.08 0.01
C 6.66 -10.83 -1.34 -0.35
C 7.86 -9.77 -1.47 -0.37
O 8.41 -9.76 -2.55 0.03
O 6.31 -11.28 -2.42 0.03
O 7.88 -8.73 1.98 -0.17
H 9.17 -8.57 -0.36 0.10
H 5.38 -11.89 -0.03 0.11
C 10.81 -7.42 5.27 0.03
C 9.83 -7.93 4.25 -0.50
O 8.87 -8.63 4.53 -0.10
N 9.88 -7.37 3.03 0.03
C 10.93 -6.61 2.43 -0.09
H 11.81 -7.80 5.03 0.09
H 10.50 -7.74 6.26 0.09
H 10.92 -6.34 5.20 0.08
H 9.08 -7.68 2.44 0.09
H 10.84 -6.47 1.36 0.09
H 11.89 -7.10 2.60 0.08
H 11.14 -5.58 2.76 0.07
C 3.21 -11.61 6.92 -0.23
C 2.79 -10.27 7.58 -0.22
C 3.23 -9.13 6.70 -0.18
S 3.22 -9.83 4.98 0.72
O 4.57 -9.74 4.51 -0.42
O 2.13 -9.37 4.16 -0.30
C 2.81 -11.53 5.46 -0.21
H 2.73 -12.40 7.49 0.11
H 4.28 -11.82 6.95 0.09
H 3.25 -10.24 8.57 0.11
H 1.71 -10.29 7.73 0.11
H 4.31 -9.00 6.80 0.08
H 2.68 -8.19 6.73 0.10
H 3.50 -12.15 4.89 0.10
H 1.77 -11.76 5.22 0.10
C 6.71 -11.96 9.12 -0.17
C 7.58 -13.19 8.79 -0.22
C 8.17 -13.06 7.41 -0.23
S 8.72 -11.37 7.35 0.69
O 8.48 -10.82 6.04 -0.43
O 10.00 -11.20 7.99 -0.30
C 7.48 -10.72 8.49 -0.18
H 6.86 -11.71 10.17 0.10
H 5.68 -12.05 8.80 0.09
H 7.01 -14.12 8.80 0.12
H 8.31 -13.16 9.60 0.12
H 7.47 -13.21 6.59 0.09
H 9.03 -13.66 7.14 0.10
H 6.80 -10.12 7.88 0.07
H 7.97 -10.17 9.28 0.10
C 6.35 -4.31 4.69 -0.24
C 6.84 -4.38 3.24 -0.19
C 6.01 -5.46 2.55 -0.19
S 5.41 -6.58 3.85 0.70
O 6.06 -7.85 3.72 -0.41
O 3.98 -6.41 3.88 -0.29
C 6.15 -5.73 5.23 -0.21
H 5.44 -3.70 4.80 0.11
H 7.02 -3.73 5.33 0.11
H 7.84 -4.81 3.37 0.11
H 6.91 -3.41 2.76 0.11
H 6.62 -6.04 1.86 0.10
H 5.12 -5.16 1.99 0.10
H 7.19 -6.08 5.27 0.10
H 5.74 -6.05 6.18 0.11


62
Properties=species:S:1:pos:R:3:lowdin_charge:R:1 method="wB97M-V/def2-TZVPD" homo_energy_ev="-9.62 / -9.63" multiplicity=4 total_charge=+1 homo_lumo_gap_ev="6.279 / 6.299"
Nd 0.43 -0.31 -0.41 1.45
C 4.47 5.32 -2.49 -0.09
C 3.24 4.67 -1.99 -0.27
N 3.42 3.22 -1.99 -0.02
C 2.49 2.30 -1.63 -0.82
S 2.92 0.74 -1.07 0.49
N 1.24 2.71 -1.90 -0.04
N 0.23 1.83 -1.74 -0.10
C -0.98 2.36 -2.03 -0.26
C -0.98 3.43 -3.07 -0.03
C -2.12 1.73 -1.47 -0.20
C -3.47 2.04 -1.86 0.02
C -4.61 1.41 -1.28 -0.02
C -4.29 0.40 -0.36 -0.07
C -3.00 -0.09 -0.28 -0.16
N -1.96 0.59 -0.72 -0.03
H 4.40 6.38 -2.24 0.09
H 4.71 5.02 -3.51 0.09
H 5.31 5.04 -1.85 0.08
H 2.37 4.90 -2.62 0.11
H 2.95 4.88 -0.96 0.13
H 4.34 2.86 -2.12 0.11
H -0.69 3.04 -4.07 0.11
H -0.29 4.24 -2.84 0.07
H -1.95 3.94 -3.14 0.07
H -3.59 2.93 -2.44 0.09
H -5.63 1.81 -1.41 0.13
H -5.06 -0.16 0.21 0.12
H -2.82 -1.00 0.36 0.13
C 0.53 -4.37 -3.35 -0.18
As -0.66 -3.47 -2.08 1.13
C -0.49 -4.33 -0.34 -0.21
C -2.52 -3.54 -2.65 -0.19
O -0.06 -1.85 -1.79 -0.72
H 0.31 -5.44 -3.64 0.08
H 1.44 -4.38 -2.77 0.03
H 0.67 -3.67 -4.17 0.04
H 0.33 -3.84 0.21 0.02
H -0.16 -5.41 -0.27 0.06
H -1.45 -4.36 0.26 0.06
H -3.14 -3.65 -1.74 0.05
H -2.77 -4.37 -3.33 0.05
H -2.77 -2.64 -3.18 0.04
C -0.81 -4.29 4.48 -0.07
C 0.27 -3.31 4.15 -0.31
O -0.39 -2.18 3.49 -0.27
P 0.57 -1.02 2.99 0.09
O -0.09 -0.29 1.79 -0.62
Te 2.67 -1.70 2.12 0.44
O 0.75 -0.16 4.29 -0.27
C 1.28 1.23 4.18 -0.24
C 0.96 1.91 5.47 -0.07
H -0.47 -4.92 5.24 0.06
H -1.05 -4.87 3.56 0.09
H -1.72 -3.77 4.85 0.10
H 1.01 -3.72 3.46 0.04
H 0.83 -2.96 5.00 0.12
H 0.83 1.76 3.31 0.12
H 2.32 1.16 4.00 0.08
H -0.07 2.23 5.48 0.08
H 1.61 2.76 5.60 0.08
H 1.17 1.22 6.31 0.09


21
Properties=species:S:1:pos:R:3:lowdin_charge:R:1 method="wB97M-V/def2-TZVPD" homo_energy_ev=-13.92 total_charge=+1 homo_lumo_gap_ev=9.077
H 1.97 -1.91 -1.04 0.12
N 1.50 -0.99 -0.76 0.16
C 2.24 -0.23 -0.08 -0.48
C 3.61 -0.29 0.27 -0.02
O 1.54 0.94 0.40 -0.05
C 0.24 1.21 -0.04 -0.18
N -0.63 0.19 0.47 0.17
N -1.80 0.05 0.18 -0.14
C -2.61 0.85 -0.90 0.10
C -2.37 -1.06 0.87 -0.02
H 3.63 -0.40 1.41 0.13
H 4.02 -1.22 -0.26 0.12
H 4.35 0.59 0.17 0.13
H 0.12 1.19 -1.06 0.10
H 0.04 2.22 0.47 0.19
H -2.15 0.78 -1.93 0.14
H -3.66 0.64 -0.92 0.10
H -2.60 1.77 -0.44 0.06
H -2.97 -1.71 0.15 0.13
H -1.55 -1.73 1.15 0.10
H -2.92 -0.90 1.87 0.14


64
Properties=species:S:1:pos:R:3:lowdin_charge:R:1 method="wB97M-V/def2-TZVPD" homo_energy_ev=-9.83 total_charge=0 homo_lumo_gap_ev=8.647
C -0.63 2.93 1.66 -0.03
C -1.00 1.46 1.57 -0.31
O -2.39 1.51 1.44 0.15
C -2.86 2.71 1.88 -0.56
O -4.02 2.94 2.04 0.17
O -1.86 3.58 2.03 0.10
F -0.65 0.73 2.66 0.09
H -0.40 3.25 0.63 0.11
H 0.21 3.21 2.29 0.14
H -0.63 1.01 0.65 0.11
C -2.08 -5.44 -2.71 -0.03
C -1.13 -6.13 -1.73 -0.30
O -1.86 -6.10 -0.52 0.12
C -3.20 -5.90 -0.81 -0.56
O -4.07 -5.92 -0.01 0.18
O -3.35 -5.70 -2.10 0.08
F 0.03 -5.42 -1.60 0.05
H -2.08 -5.68 -3.77 0.14
H -1.93 -4.36 -2.66 0.12
H -0.84 -7.16 -1.96 0.17
C 3.90 4.78 0.14 -0.04
C 3.26 4.62 1.51 -0.31
O 3.38 3.21 1.69 0.10
C 4.44 2.78 0.96 -0.57
O 4.85 1.67 1.08 0.17
O 4.89 3.75 0.17 0.10
F 1.98 4.99 1.51 0.09
H 4.42 5.74 0.09 0.14
H 3.15 4.75 -0.65 0.14
H 3.77 5.09 2.35 0.17
C 2.24 -2.37 1.26 -0.03
C 2.49 -1.13 1.81 -0.04
C 1.97 0.02 1.22 0.00
C 1.16 -0.04 0.11 -0.08
C 0.87 -1.32 -0.42 -0.07
C 1.40 -2.47 0.14 0.02
C -0.05 -1.45 -1.58 -0.27
O -0.18 -2.52 -2.12 0.10
C -0.86 -0.25 -1.97 -0.07
C -1.98 -0.43 -2.76 0.01
C -2.85 0.61 -3.00 -0.05
C -2.48 1.88 -2.57 -0.07
C -1.32 2.11 -1.85 0.01
C -0.51 1.02 -1.51 -0.08
C 0.65 1.20 -0.59 -0.33
O 1.05 2.30 -0.33 0.08
H 2.68 -3.25 1.71 0.11
H 3.08 -0.98 2.71 0.04
H 2.23 0.93 1.75 0.11
H 1.09 -3.44 -0.22 0.11
H -2.25 -1.41 -3.15 0.12
H -3.72 0.60 -3.64 0.06
H -3.04 2.74 -2.93 0.05
H -1.12 3.14 -1.62 0.13
C 5.90 -2.57 5.82 -1.61
Br 4.97 -2.13 7.48 0.54
Br 5.26 -1.49 4.36 0.61
Br 5.73 -4.48 5.49 0.55
H 6.95 -2.34 5.92 -0.03
C -6.68 2.16 -3.47 -1.57
Br -6.55 0.51 -4.50 0.57
Br -5.50 3.58 -4.13 0.57
Br -6.27 1.85 -1.61 0.60
H -7.69 2.51 -3.63 -0.03